1.
44
Properties=species:S:1:pos:R:3:lowdin_charge:R:1 method="wB97M-V/def2-TZVPD" homo_ha=-0.0997 total_charge=-1 e_tot_ev=-36697.026
F -4.62 1.59 -4.12 0.0952
C -3.72 2.59 -3.86 -0.5361
F -2.99 2.79 -5.00 0.0916
F -4.44 3.75 -3.65 0.0916
C -2.86 2.28 -2.68 -0.1863
C -1.54 2.73 -2.68 -0.0496
C -0.74 2.45 -1.60 -0.0554
C -1.23 1.73 -0.46 -0.2336
C -0.31 1.54 0.61 -0.1197
C -0.45 0.90 1.87 -0.2449
C 0.72 0.92 2.70 -0.1048
C 0.75 0.28 3.92 -0.1375
C -0.38 -0.41 4.38 -0.1474
C -1.54 -0.44 3.60 -0.1173
C -1.60 0.22 2.38 -0.0482
C -2.58 1.29 -0.51 -0.0319
C -3.38 1.57 -1.61 -0.0379
H -1.15 3.30 -3.53 0.1106
H 0.29 2.80 -1.59 0.0978
H 0.64 2.07 0.46 0.0718
H 1.59 1.49 2.36 0.0917
H 1.65 0.33 4.53 0.0924
H -0.36 -0.91 5.35 0.0778
H -2.42 -0.98 3.96 0.0927
H -2.54 0.22 1.83 0.0673
H -3.01 0.72 0.30 0.0664
H -4.42 1.24 -1.63 0.1142
C 2.30 -2.06 -2.35 -0.1196
Na 2.71 0.04 0.16 0.6381
C 1.01 -1.47 -2.26 -0.1328
C 0.59 -1.51 -0.92 -0.1141
C 1.60 -2.17 -0.15 -0.2795
C 2.68 -2.51 -1.05 -0.2696
C 3.87 -3.03 -0.52 -0.0785
C 4.10 -2.95 0.85 -0.1555
C 3.09 -2.52 1.73 -0.1451
C 1.82 -2.21 1.24 -0.0855
H 2.90 -2.19 -3.25 0.0755
H 0.43 -1.09 -3.10 0.0884
H -0.37 -1.21 -0.51 0.0896
H 4.61 -3.48 -1.19 0.0996
H 5.05 -3.28 1.27 0.0828
H 3.29 -2.48 2.81 0.0891
H 0.98 -1.97 1.90 0.1064

=====

2.
48
Properties=species:S:1:pos:R:3:lowdin_charge:R:1 method="wB97M-V/def2-TZVPD" homo_ha=-0.1378 total_charge=-1 e_tot_ev=-40089.935
Na 0.53 0.69 -1.14 0.4400
C -3.73 3.61 -2.89 -0.1362
C -4.22 2.75 -1.92 -0.1157
C -3.54 1.60 -1.57 -0.0543
C -2.32 1.25 -2.18 -0.3050
C -1.83 2.14 -3.15 -0.0436
C -2.52 3.30 -3.50 -0.1167
N -1.52 0.18 -1.81 0.0124
C -2.04 -1.03 -1.51 -0.2412
C -3.34 -1.48 -1.89 -0.0438
C -3.77 -2.76 -1.63 -0.1152
C -2.95 -3.69 -0.96 -0.1307
C -1.70 -3.29 -0.57 -0.0569
C -1.24 -2.00 -0.83 -0.1900
N 0.03 -1.55 -0.42 0.0593
N 0.78 -2.34 0.18 0.0998
C 2.02 -1.74 0.58 -0.2631
C 2.88 -2.51 1.24 -0.0210
C 4.18 -2.03 1.71 -0.0869
C 4.42 -0.81 2.18 -0.0503
C 3.37 0.23 2.45 -0.2235
N 2.22 -0.38 0.27 0.0442
H -4.26 4.51 -3.16 0.0832
H -5.16 2.98 -1.42 0.0911
H -3.93 0.95 -0.79 0.1061
H -0.89 1.90 -3.64 0.1041
H -2.10 3.95 -4.26 0.0919
H -3.99 -0.80 -2.44 0.0969
H -4.75 -3.06 -1.96 0.0918
H -3.31 -4.69 -0.76 0.0815
H -1.03 -3.97 -0.05 0.0947
H 2.61 -3.55 1.39 0.1068
H 5.00 -2.74 1.66 0.0996
H 5.43 -0.56 2.47 0.0999
H 3.85 1.19 2.66 0.1450
O 3.16 -1.04 -1.73 0.0463
C 2.74 -0.06 -1.14 -0.6880
O 2.55 1.13 -1.47 -0.0453
C 2.39 0.54 1.33 -0.2264
C 2.49 -0.09 3.63 -0.0394
C 1.75 0.87 4.21 -0.1080
C 1.66 2.21 3.68 -0.1027
C 1.71 2.51 2.36 -0.1412
N 1.71 1.61 1.31 0.1522
H 2.47 -1.12 3.99 0.1110
H 1.19 0.63 5.11 0.0960
H 1.42 3.02 4.36 0.0885
H 1.57 3.54 2.06 0.1030